No. 1
{"formula": "C11H15N", "method": "wB97M-V/def2-TZVPD", "symbols": ["C", "C", "H", "H", "H", "H", "H", "H", "C", "C", "C", "C", "C", "C", "C", "C", "C", "N", "H", "H", "H", "H", "H", "H", "H", "H", "H"], "positions_angstrom": [[-0.30065, -0.30023, 2.88901], [-1.56642, -0.76843, 2.18950], [-0.04996, 0.69237, 2.52281], [-0.34291, -0.44216, 3.95607], [0.56099, -0.91549, 2.58541], [-1.83388, -1.81855, 2.34824], [-1.60761, -0.69578, 1.10078], [-2.43216, -0.21282, 2.56533], [-1.95858, 1.02612, -2.27050], [0.26571, 0.07951, -1.23381], [-0.75614, 1.05779, -1.41572], [1.24293, 0.59651, -0.37206], [-0.43503, 2.09406, -0.59618], [0.34883, -1.29440, -1.53136], [1.53961, -1.94526, -1.30288], [2.60413, -1.24213, -0.70261], [2.45606, 0.00037, -0.06063], [0.72978, 1.79696, 0.14474], [-0.55693, -1.64912, -2.01584], [1.73059, -2.97450, -1.57103], [3.57008, -1.71597, -0.84233], [-2.61470, 0.18056, -2.03165], [-1.72010, 0.94922, -3.33356], [-0.85145, 3.06559, -0.38823], [1.19200, 2.22657, 0.90057], [3.32051, 0.28338, 0.51608], [-2.53471, 1.92583, -2.05014]], "forces_ev_per_angstrom": [[0.70, -1.00, -1.40], [-1.11, -0.42, 0.09], [-0.08, 0.29, 0.64], [-0.24, 0.56, 0.43], [-0.21, 0.03, -0.11], [0.36, -0.01, 0.39], [0.54, 0.46, 0.01], [0.06, 0.08, -0.08], [-0.54, -0.28, -0.05], [0.62, -1.27, 0.46], [0.12, 0.70, 0.65], [-0.50, 1.91, 1.72], [1.26, 0.23, 1.62], [-0.59, 1.15, -0.86], [0.17, 0.42, 0.08], [-0.06, -0.08, 0.02], [0.16, -2.48, -1.63], [-0.15, -1.61, -2.46], [0.40, -0.81, -0.05], [-0.23, -0.01, -0.22], [0.11, 0.03, 0.77], [0.13, 0.00, 0.00], [-0.06, 0.18, 0.02], [-0.54, -0.10, -0.31], [0.06, 1.08, 0.49], [-0.31, 0.94, 0.18], [-0.07, 0.00, -0.39]], "total_charge": 0, "multiplicity": 1, "homo_ev": -7.81, "smiles": "Cc1c[nH]c2ccccc12.CC", "orbital_gap_ev": 8.784, "molar_mass_g_mol": 161.2, "de_lowest_kcal_mol": 22.56}

No. 2
{"formula": "C11H15N", "method": "wB97M-V/def2-TZVPD", "symbols": ["C", "C", "C", "C", "C", "C", "C", "C", "C", "N", "H", "H", "H", "H", "H", "H", "H", "H", "H", "C", "C", "H", "H", "H", "H", "H", "H"], "positions_angstrom": [[-0.45430, -1.52597, -3.63194], [-0.67801, 0.31254, -1.70382], [-0.57563, -0.98950, -2.22764], [-0.86189, 0.19716, -0.32008], [-0.66698, -1.87103, -1.14962], [-0.62835, 1.64837, -2.20324], [-0.69476, 2.67646, -1.32737], [-0.82971, 2.54366, 0.09429], [-0.79977, 1.27374, 0.59169], [-0.87285, -1.14344, 0.01705], [-0.33159, 1.76187, -3.24029], [-0.62167, 3.68679, -1.72031], [-0.98991, 3.44922, 0.65471], [0.52428, -1.27272, -4.05522], [-1.20788, -1.09621, -4.28982], [-1.08635, -2.86154, -1.16134], [-1.24309, -1.66550, 0.76936], [-0.60771, 1.06423, 1.63480], [-0.41505, -2.61456, -3.62157], [1.13073, -0.94105, 3.11745], [2.18110, 0.09656, 3.50464], [0.19500, -0.52226, 2.76304], [1.45112, -1.86021, 2.63851], [0.75418, -1.36809, 4.07215], [2.69380, 0.39503, 2.59359], [1.72081, 0.94290, 4.01010], [2.91444, -0.31647, 4.19089]], "forces_ev_per_angstrom": [[0.90, 0.75, 0.23], [-0.29, 1.37, 0.46], [0.11, -2.48, 0.16], [0.44, -0.27, 1.49], [-1.41, 1.78, -0.50], [0.99, -1.74, -0.33], [-0.50, 1.46, 0.56], [-0.01, -0.32, -1.77], [-0.10, -0.31, 0.09], [0.81, -0.41, -1.86], [-0.36, 0.40, -0.02], [-0.06, -0.05, 0.02], [0.43, -0.06, 0.44], [-0.08, 0.29, -0.06], [-0.13, -0.34, -0.09], [0.69, -0.50, -0.18], [-0.25, 0.44, 1.18], [-0.60, 0.05, 0.16], [-0.61, 0.00, -0.03], [-0.91, -0.67, 2.67], [-0.07, -0.49, -0.75], [0.27, 0.07, -0.88], [0.25, 0.41, -0.81], [0.18, 0.13, -0.09], [0.19, 0.50, 0.13], [0.00, 0.14, -0.20], [0.12, -0.14, 0.00]], "total_charge": 0, "multiplicity": 1, "homo_ev": -7.78, "smiles": "Cc1c[nH]c2ccccc12.CC", "orbital_gap_ev": 8.703, "molar_mass_g_mol": 161.2, "de_lowest_kcal_mol": 25.46}

No. 3
{"formula": "C11H15N", "method": "wB97M-V/def2-TZVPD", "symbols": ["C", "C", "C", "C", "C", "C", "C", "C", "C", "N", "H", "H", "H", "H", "H", "H", "H", "H", "H", "C", "C", "H", "H", "H", "H", "H", "H"], "positions_angstrom": [[-0.24654, -0.36970, 2.36125], [0.70855, 0.73953, 0.20581], [-0.31430, 0.56540, 1.19511], [0.22006, 1.68095, -0.72850], [-1.33890, 1.39634, 0.84981], [1.97710, 0.18094, 0.02389], [2.74945, 0.58785, -1.03950], [2.23937, 1.53474, -1.95782], [1.01383, 2.12269, -1.78573], [-1.00733, 2.07916, -0.30150], [2.40102, -0.52391, 0.73106], [3.73936, 0.18872, -1.20500], [2.84675, 1.81162, -2.80942], [-1.00404, -1.15263, 2.23838], [-0.46142, 0.08525, 3.32483], [-2.29701, 1.46284, 1.33508], [-1.56099, 2.79806, -0.72780], [0.65952, 2.84705, -2.50806], [0.67275, -0.95105, 2.41370], [-1.70376, -4.41639, 0.71055], [-2.48389, -3.57581, -0.27790], [-1.99757, -4.22823, 1.74726], [-1.82335, -5.48314, 0.53575], [-0.63155, -4.18455, 0.66159], [-2.15343, -3.74255, -1.30747], [-2.31989, -2.50275, -0.11815], [-3.55574, -3.78097, -0.29155]], "forces_ev_per_angstrom": [[-0.72, -0.82, -0.20], [-0.26, 0.01, -0.25], [0.25, 0.02, 0.26], [0.84, 0.03, 0.42], [0.37, -0.49, 0.18], [0.50, 0.01, 0.15], [-0.47, 0.27, -0.43], [0.57, -0.21, 0.21], [-0.38, -0.10, -0.44], [-0.69, 0.20, -0.05], [-0.20, -0.03, 0.04], [0.02, -0.10, 0.07], [0.02, 0.08, 0.01], [-0.12, 0.07, 0.03], [0.23, 0.22, 0.03], [-0.10, 0.34, -0.11], [-0.05, -0.04, -0.03], [-0.08, 0.07, 0.06], [0.27, 0.42, 0.01], [0.36, 0.07, 0.36], [0.04, 0.41, -0.62], [-0.12, 0.03, -0.11], [-0.01, -0.08, -0.09], [-0.20, -0.10, -0.09], [0.11, -0.17, 0.09], [-0.19, -0.18, 0.18], [0.02, 0.05, 0.28]], "total_charge": 0, "multiplicity": 1, "homo_ev": -7.80, "smiles": "Cc1c[nH]c2ccccc12.CC", "orbital_gap_ev": 8.701, "molar_mass_g_mol": 161.2, "de_lowest_kcal_mol": 4.73}

No. 4
{"formula": "C11H15N", "method": "wB97M-V/def2-TZVPD", "symbols": ["C", "C", "C", "C", "C", "C", "C", "C", "C", "N", "H", "H", "H", "H", "H", "H", "H", "H", "H", "C", "C", "H", "H", "H", "H", "H", "H"], "positions_angstrom": [[1.32813, 1.85702, 1.25308], [-0.59791, -1.19806, 0.48849], [0.59700, -0.43335, 0.35418], [0.52705, 0.60027, 1.35907], [-0.70766, 0.51265, 1.95026], [-0.74744, -2.42498, -0.17788], [0.21457, -2.67761, -1.13956], [1.62288, -0.92139, -0.44744], [1.39957, -1.96493, -1.31676], [-1.27968, -0.70460, 1.59537], [-2.28094, -0.81484, 1.55772], [-1.66378, -3.00374, -0.12461], [-1.19627, 1.02820, 2.75446], [0.07109, -3.50918, -1.82665], [2.51005, -0.29620, -0.50367], [0.79594, 2.79096, 0.98371], [1.93324, 1.93980, 0.33272], [2.16953, -2.21474, -2.02696], [2.04131, 2.05182, 2.06384], [-0.23541, 2.86563, -1.79128], [-1.69483, 2.42426, -1.46135], [-0.09233, 2.61997, -2.85329], [-0.09269, 3.93613, -1.67174], [0.45995, 2.22322, -1.26854], [-2.28384, 3.30124, -1.18686], [-2.11234, 1.65273, -2.10213], [-1.55985, 1.88682, -0.52077]], "forces_ev_per_angstrom": [[1.32, 1.33, -0.63], [1.37, -0.82, 0.99], [-0.90, -1.37, 1.09], [-1.08, 1.86, -1.14], [0.88, -1.50, 0.33], [-0.12, 1.37, -0.75], [-0.17, -1.38, -1.00], [0.24, 1.68, -0.74], [-0.10, 0.50, 1.24], [-0.86, 0.15, -1.40], [-0.12, 0.07, 0.52], [0.23, -0.12, 0.16], [0.14, 0.63, -0.03], [-0.17, -0.07, 0.24], [0.22, -0.34, -0.04], [-0.62, -0.48, 1.13], [0.27, -1.11, 0.29], [-0.14, -0.34, -0.19], [-0.36, 0.01, 0.01], [-1.18, -0.91, -1.69], [1.48, 0.01, 1.78], [0.31, 0.41, 0.11], [0.27, -0.12, 0.29], [0.29, 0.34, 0.26], [-0.51, -0.36, -0.66], [-0.27, 0.62, -0.50], [-0.42, -0.05, 0.32]], "total_charge": 0, "multiplicity": 1, "homo_ev": -7.97, "smiles": "Cc1c[nH]c2ccccc12.CC", "orbital_gap_ev": 8.916, "molar_mass_g_mol": 161.2, "de_lowest_kcal_mol": 30.60}

No. 5
{"formula": "C11H15N", "method": "wB97M-V/def2-TZVPD", "symbols": ["C", "C", "H", "H", "H", "H", "H", "H", "C", "C", "C", "C", "C", "C", "C", "C", "C", "N", "H", "H", "H", "H", "H", "H", "H", "H", "H"], "positions_angstrom": [[-1.96905, -1.44844, -3.92699], [-3.22833, -2.31747, -3.94699], [-1.09617, -2.08094, -4.06559], [-2.10296, -0.63857, -4.63621], [-1.93656, -0.99367, -2.93406], [-4.11419, -1.77086, -3.61563], [-3.17718, -3.15530, -3.26033], [-3.42363, -2.78223, -4.91732], [0.79649, 2.19940, 3.36091], [0.48475, 0.53328, 1.37551], [1.10732, 1.67563, 1.98787], [1.01952, 0.40195, 0.08618], [1.97629, 2.16634, 1.07364], [-0.87471, -1.39742, 0.98876], [-0.18252, -1.60979, -0.21308], [-0.49645, -0.35927, 1.81454], [0.72859, -0.70526, -0.71229], [1.95410, 1.39092, -0.06668], [-1.69745, -2.06840, 1.19256], [-0.44528, -2.53724, -0.71231], [-0.88128, -0.27581, 2.82598], [1.17292, -0.93564, -1.67433], [1.07216, 1.42993, 4.08552], [-0.23263, 2.49668, 3.40632], [2.53506, 3.09088, 1.07023], [2.42306, 1.64721, -0.91440], [1.38709, 3.07771, 3.63403]], "forces_ev_per_angstrom": [[-1.16, -0.33, 0.78], [-0.30, -0.36, -0.03], [0.23, 0.38, -0.30], [0.53, -0.02, -0.30], [0.40, 0.04, -0.05], [0.03, 0.16, -0.32], [0.33, -0.17, 0.28], [-0.03, 0.30, -0.06], [1.04, -0.13, -0.37], [-0.19, 0.05, 0.13], [-0.07, 0.26, 0.36], [0.46, -0.51, -0.16], [-0.08, 0.39, -0.29], [0.37, 0.20, -0.08], [-0.72, -0.08, 0.02], [-0.12, -0.23, 0.34], [-0.16, -0.60, -0.13], [0.06, 0.35, -0.23], [0.13, -0.05, 0.49], [0.21, 0.28, -0.47], [-0.23, 0.13, -0.15], [0.25, 0.37, 0.10], [-0.50, 0.05, 0.19], [-0.67, -0.13, 0.38], [0.15, -0.16, 0.20], [-0.01, -0.16, -0.08], [0.06, -0.04, -0.29]], "total_charge": 0, "multiplicity": 1, "homo_ev": -7.83, "smiles": "Cc1c[nH]c2ccccc12.CC", "orbital_gap_ev": 8.777, "molar_mass_g_mol": 161.2, "de_lowest_kcal_mol": 8.44}

No. 6
{"formula": "C11H15N", "method": "wB97M-V/def2-TZVPD", "symbols": ["C", "C", "H", "H", "H", "H", "H", "H", "C", "C", "C", "C", "C", "C", "C", "C", "C", "N", "H", "H", "H", "H", "H", "H", "H", "H", "H"], "positions_angstrom": [[-2.04558, 1.86572, -0.58228], [-2.87225, 0.65830, -0.42841], [-1.93387, 2.22035, -1.63163], [-2.33208, 2.90173, -0.15358], [-1.13969, 1.62003, 0.06779], [-2.48554, -0.18182, -0.92959], [-3.33333, 0.61105, 0.59928], [-3.89498, 0.83419, -0.99799], [1.70315, 1.87146, 1.33476], [1.38467, -0.46720, 0.38384], [1.00319, 0.61782, 1.26886], [0.18276, -1.23712, 0.07762], [-0.31658, 0.29587, 1.62930], [2.56873, -0.99702, -0.23507], [2.52014, -1.99269, -1.23204], [1.31271, -2.62140, -1.51355], [0.15468, -2.33305, -0.83614], [-0.80367, -0.90082, 1.02168], [3.37334, -0.40762, -0.07178], [3.36832, -2.17091, -1.77852], [1.25982, -3.30356, -2.32189], [1.11592, 2.64602, 1.88366], [1.78351, 2.18191, 0.23746], [-0.88450, 0.83978, 2.37168], [-1.68758, -1.32791, 1.13558], [-0.68895, -3.04423, -0.87664], [2.68767, 1.82111, 1.57762]], "forces_ev_per_angstrom": [[1.91, 2.77, 1.07], [-5.78, 2.04, -0.29], [0.83, -1.00, 0.50], [-0.60, -1.93, 0.02], [-0.31, 0.80, -1.84], [0.72, -1.26, 0.19], [1.18, -0.84, -0.72], [1.70, -0.30, 0.66], [-2.43, 2.32, -2.06], [-1.08, -2.39, -1.95], [-2.68, -3.44, -0.29], [0.35, -1.48, 1.31], [1.09, -0.47, 0.23], [-3.61, 0.05, -0.86], [-1.92, 1.84, 2.39], [0.14, 0.33, -0.08], [-0.34, 0.65, 1.52], [3.15, 2.45, -0.48], [3.10, 1.23, 0.37], [1.94, -0.67, -1.18], [0.10, -0.88, -0.49], [0.79, -0.49, -0.31], [-0.35, 0.19, 1.23], [-0.31, -0.09, -0.23], [-0.66, -0.03, 0.02], [0.24, 0.82, -0.21], [2.84, -0.18, 1.48]], "total_charge": 0, "multiplicity": 1, "homo_ev": -7.75, "smiles": "Cc1c[nH]c2ccccc12.CC", "orbital_gap_ev": 8.703, "molar_mass_g_mol": 161.2, "de_lowest_kcal_mol": 57.61}